No. 1
C14H26BiI2N2O3S3Tl | ωB97M-V/def2-TZVPD

## Properties
* charge: +4
* orbital gap (alpha / beta): 3.62 / 3.61 eV
* LUMO level (alpha / beta): -0.6053 / -0.6057 Ha

Each line ends with the natural charge from an NBO analysis.
Positions of all 52 atoms, in Å:
I: -0.75 -4.11 -1.37  0.1777
I: -0.74 -3.37 -4.04  0.1976
Bi: -0.13 0.26 -3.80  1.3109
Tl: 0.03 0.86 -0.45  0.9280
S: 1.45 -1.07 -1.99  -0.0771
S: -1.92 -0.55 -1.86  -0.0776
C: 1.99 0.29 1.50  0.4642
C: 3.22 -0.81 -1.89  -0.1747
C: -3.48 0.25 -1.56  -0.1856
C: 3.78 -1.06 -3.30  -0.6196
C: 3.48 0.65 -1.48  -0.6013
C: 3.79 -1.74 -0.80  -0.6255
C: -4.25 0.24 -2.90  -0.6171
C: -3.22 1.71 -1.13  -0.5991
C: -4.21 -0.46 -0.40  -0.6244
C: 1.97 1.88 -4.15  0.4596
C: -1.67 2.46 -3.99  0.4610
O: 2.82 0.37 2.28  -0.3870
O: 2.58 2.43 -4.95  -0.2945
O: -2.16 3.19 -4.72  -0.2943
H: 3.38 -0.30 -3.99  0.1911
H: 3.50 -2.06 -3.66  0.2466
H: 4.87 -0.96 -3.25  0.2801
H: 3.05 1.34 -2.23  0.1920
H: 4.58 0.77 -1.44  0.2836
H: 3.04 0.87 -0.49  0.1952
H: 3.40 -1.45 0.19  0.2096
H: 4.89 -1.63 -0.79  0.2831
H: 3.53 -2.79 -0.99  0.2499
H: -5.24 0.69 -2.75  0.2790
H: -4.35 -0.78 -3.29  0.2472
H: -3.70 0.85 -3.63  0.1904
H: -4.22 2.17 -0.97  0.2847
H: -2.67 2.26 -1.93  0.1912
H: -2.64 1.73 -0.18  0.1987
H: -5.20 0.01 -0.26  0.2823
H: -3.62 -0.32 0.53  0.2132
H: -4.33 -1.53 -0.58  0.2499
C: 0.55 1.47 5.72  -0.4436
N: -0.03 1.18 4.41  -0.4770
C: -0.22 -0.02 3.84  0.2981
S: -0.95 -0.18 2.29  0.1061
N: 0.18 -1.14 4.53  -0.5035
C: -0.48 -1.49 5.80  -0.4320
H: 0.97 0.57 6.17  0.2439
H: -0.24 1.88 6.37  0.2634
H: 1.33 2.23 5.59  0.2581
H: -0.27 1.97 3.82  0.4285
H: 0.22 -1.95 3.91  0.4214
H: -1.25 -2.25 5.56  0.2449
H: 0.27 -1.94 6.46  0.2682
H: -0.92 -0.60 6.26  0.2344

No. 2
C9H12O4 | ωB97M-V/def2-TZVPD

## Properties
* energy above the lowest of the compared OMol25 structures with the same formula, charge and spin: 1.849 eV
* orbital gap: 8.06 eV
* structure (SMILES): OC(O)=C1C=CC=CC1.CC(=O)O
* LUMO level: 0.0213 Ha

Each line ends with the natural charge from an NBO analysis.
Positions of all 25 atoms, in Å:
C: -2.15 1.22 1.34  -0.2232
C: -2.35 0.46 0.28  -0.1818
C: -0.95 0.92 2.19  -0.2526
C: -1.68 -0.81 0.07  -0.4784
C: -0.21 -0.12 1.96  -0.1635
C: -0.34 -0.93 0.76  -0.1942
C: 2.41 0.80 -1.57  -0.7150
C: 0.76 -1.56 0.37  0.5908
C: 0.93 0.96 -1.94  0.8119
O: 1.92 -1.72 1.17  -0.7067
O: 0.73 -2.37 -0.66  -0.7112
O: 0.22 1.90 -1.23  -0.6868
O: 0.28 0.03 -2.36  -0.6414
H: -2.80 2.06 1.46  0.2109
H: -3.17 0.77 -0.42  0.2031
H: -0.92 1.43 3.14  0.2075
H: -2.21 -1.53 0.61  0.2315
H: 0.74 -0.30 2.45  0.2236
H: 2.97 1.52 -2.21  0.2409
H: 2.49 0.91 -0.52  0.2541
H: 2.66 -0.27 -1.76  0.2378
H: 2.50 -2.34 0.69  0.4908
H: 0.50 -1.90 -1.48  0.5192
H: -0.72 1.84 -1.37  0.5026
H: -1.63 -0.97 -0.96  0.2301

No. 3
C16H32BFIN3O10PS | ωB97M-V/def2-TZVPD

## Properties
* energy above the lowest of the compared OMol25 structures with the same formula, charge and spin: 4.060 eV
* charge: +1
* orbital gap: 7.55 eV
* LUMO level: -0.1240 Ha

Each line ends with the natural charge from an NBO analysis.
Positions of all 66 atoms, in Å:
C: 0.35 3.00 -0.17  -1.0404
B: 0.74 1.68 0.68  1.0739
O: 1.11 2.02 2.06  -0.8723
C: 0.83 0.13 0.19  -0.2512
C: 2.32 -0.32 0.68  -0.4560
C: 2.71 -1.84 0.43  -0.2413
N: 4.21 -1.95 0.65  -0.8419
N: -0.13 -0.60 1.12  -0.5468
C: -1.36 -1.14 0.42  -0.0501
C: -2.47 -1.74 1.41  -0.4703
C: -3.77 -2.34 0.63  -0.3426
C: -4.17 -1.50 -0.69  -0.6665
I: -3.70 -4.49 0.34  0.1655
C: -0.79 -2.15 -0.69  -0.3942
P: -0.09 -3.80 -0.05  1.2471
O: -0.63 -5.14 -0.96  -0.9642
O: -0.17 -4.02 1.64  -0.9951
N: 0.23 -1.56 -1.59  -0.5269
C: 0.34 -2.14 -2.91  -0.3584
C: -0.77 -1.69 -4.01  0.3986
O: -0.46 -1.71 -5.23  -0.4914
C: 0.59 -0.16 -1.37  0.2702
O: -0.47 0.66 -1.98  -0.7478
S: 2.09 0.39 -2.40  1.9897
C: 1.62 0.66 -4.21  -0.8259
O: 2.69 1.69 -1.96  -0.8948
O: 3.19 -0.64 -2.43  -0.9181
H: 0.53 2.93 -1.29  0.2685
H: -0.78 3.18 0.01  0.2638
H: 0.89 3.92 0.24  0.2676
H: 1.06 1.24 2.64  0.4671
H: 2.46 -0.15 1.82  0.2333
H: 3.14 0.33 0.20  0.2882
H: 2.25 -2.47 1.27  0.1534
H: 2.51 -2.27 -0.60  0.2386
H: 4.67 -1.33 -0.03  0.3686
H: 4.52 -2.90 0.43  0.3713
H: 0.29 -1.39 1.64  0.4353
H: -0.53 0.03 1.86  0.4429
H: -1.86 -0.20 -0.03  0.2440
H: -2.90 -0.82 1.96  0.2350
H: -2.08 -2.42 2.23  0.2633
H: -4.64 -2.16 1.37  0.2506
H: -5.32 -1.60 -0.78  0.2585
H: -3.75 -1.93 -1.66  0.2182
H: -3.93 -0.39 -0.57  0.2148
H: -1.69 -2.43 -1.36  0.2592
H: -0.11 -5.95 -0.75  0.5273
H: 0.50 -3.52 2.14  0.5021
H: 1.34 -2.09 -3.45  0.2815
H: 0.13 -3.28 -2.82  0.2668
H: -1.78 -1.32 -3.61  0.1146
H: -1.30 0.15 -2.05  0.4844
H: 2.10 1.62 -4.57  0.2893
H: 2.06 -0.20 -4.82  0.2765
H: 0.50 0.74 -4.36  0.2635
C: 0.57 5.17 4.07  -0.1342
C: -0.11 6.23 3.27  0.4413
O: -1.07 5.51 2.52  -0.4820
C: -1.38 4.42 3.28  0.9679
O: -2.34 3.73 3.10  -0.5791
O: -0.47 4.23 4.28  -0.4792
F: 0.75 6.83 2.41  -0.3195
H: 1.39 4.69 3.52  0.2090
H: 0.96 5.55 5.01  0.2156
H: -0.62 6.99 3.87  0.1633